Record 1
{"formula": "C31H41Br2MgN6O3PS", "method": "ωB97M-V with the def2-TZVPD basis set", "elements": ["Br", "Br", "S", "P", "Mg", "O", "O", "O", "N", "N", "N", "N", "N", "N", "C", "C", "C", "C", "C", "C", "C", "C", "C", "C", "C", "C", "C", "C", "C", "C", "C", "C", "C", "C", "C", "C", "C", "C", "C", "C", "C", "C", "C", "C", "C", "H", "H", "H", "H", "H", "H", "H", "H", "H", "H", "H", "H", "H", "H", "H", "H", "H", "H", "H", "H", "H", "H", "H", "H", "H", "H", "H", "H", "H", "H", "H", "H", "H", "H", "H", "H", "H", "H", "H", "H", "H"], "xyz": [[1.0330, 3.8501, -6.6606], [4.2088, 0.9398, -3.0362], [-0.4394, 2.4720, 1.1300], [1.6282, -0.3172, 0.8367], [-0.3557, -0.3990, -1.3552], [-1.5329, -0.4401, 0.0924], [1.4439, 0.2851, -1.7899], [-0.6479, -1.8627, -2.3201], [4.1530, 0.8196, 1.4529], [-2.5525, 2.2580, 2.7577], [-1.5592, 0.2757, 2.2775], [-0.9790, 1.1848, -2.5240], [4.1264, -1.5998, 1.2198], [3.1697, -0.5640, 3.1919], [-0.1547, -2.7164, -3.2917], [1.3791, 1.0871, -2.8027], [-3.3277, 1.1432, -1.9695], [-2.1915, 1.6050, -2.8312], [0.7516, -1.9962, -4.2961], [-0.7575, -4.3481, 1.3100], [0.0963, 1.5847, -3.2591], [-0.8641, -3.0246, 0.9076], [-1.2791, -2.0511, 1.8180], [2.8678, -1.6764, 0.4547], [-1.0802, -4.7117, 2.6109], [-1.5886, -2.4160, 3.1254], [-1.4936, -3.7431, 3.5181], [-1.5749, 1.6156, 2.0740], [2.4695, 1.5349, -3.5402], [1.1405, 2.7817, -5.0907], [-2.7269, 3.7045, 2.7193], [4.8632, -0.4271, 0.9202], [-4.5846, 0.7928, 2.6060], [2.8716, 1.0688, 0.7129], [-1.4511, -0.6399, 1.3411], [-3.6886, 4.1547, 1.6245], [3.8844, 0.6365, 2.9438], [-3.5451, 1.4728, 3.4942], [-0.0324, 2.4222, -4.3859], [3.9013, -1.7094, 2.6563], [2.3650, 2.3562, -4.6725], [-1.3388, 2.8496, -4.7066], [-2.3948, 2.4556, -3.9373], [0.6078, -3.8808, -2.6538], [1.7802, -0.5123, 2.6933], [-3.3288, 3.7980, 0.6582], [-0.9956, -3.1482, -3.8608], [2.3899, -2.6355, 0.6667], [-3.0145, 0.7107, 4.0633], [-0.4401, -5.1030, 0.5995], [-3.7397, 5.2449, 1.5955], [4.8534, 0.6173, 3.4442], [3.3346, -2.6158, 2.8605], [1.2522, 0.3090, 3.1810], [-1.7536, -4.0271, 4.5312], [-0.0632, -4.4653, -2.0187], [-3.0767, 1.3151, -0.9217], [5.8456, -0.4553, 1.3934], [0.2160, -1.1544, -4.7430], [-3.4565, 0.0633, -2.0796], [1.4190, -3.4798, -2.0355], [-0.6552, -2.7362, -0.1194], [-1.0221, -5.7498, 2.9137], [-1.7534, 4.1463, 2.5402], [4.8677, -1.7766, 3.1614], [-1.9125, -1.6551, 3.8229], [1.0780, -2.6674, -5.0958], [3.0930, -1.6447, -0.6130], [-5.2060, 1.5224, 2.0847], [1.0355, -4.5426, -3.4135], [3.1004, 1.2165, -0.3381], [2.4135, 1.9741, 1.1096], [1.6362, -1.6115, -3.7770], [3.3110, 1.5012, 3.2727], [-5.2365, 0.1645, 3.2175], [1.2737, -1.4353, 2.9838], [-1.4904, 3.4943, -5.5617], [4.9663, -0.2937, -0.1542], [4.7643, 1.6232, 1.3149], [-4.2584, 1.6488, -2.2184], [-4.0387, 2.1483, 4.1930], [3.2556, 2.6405, -5.2130], [-3.3976, 2.7874, -4.1729], [-4.6956, 3.7686, 1.7937], [-4.0936, 0.1598, 1.8675], [-3.0782, 4.0279, 3.7012]], "forces_ev_per_angstrom": [[-0.02, 0.00, 0.08], [-0.06, -0.01, 0.05], [0.03, -0.22, 0.13], [0.75, -0.35, 0.58], [0.38, 0.68, 0.37], [-0.62, -0.05, 1.02], [0.28, 0.42, -0.33], [-0.02, -1.47, -0.86], [-0.10, -0.02, -0.03], [0.03, -0.20, -0.07], [0.29, -0.46, -0.05], [-0.17, 0.57, -0.50], [-0.04, -0.08, -0.04], [-0.03, -0.05, 0.00], [-0.03, 0.07, 0.11], [0.26, 0.06, -0.18], [0.15, -0.10, 0.06], [0.22, -0.04, 0.05], [-0.06, 0.01, 0.14], [0.06, -0.05, -0.01], [-0.14, 0.09, 0.00], [-0.03, 0.14, 0.06], [-0.10, -0.12, -0.16], [-0.17, 0.14, -0.01], [0.01, 0.04, 0.00], [0.07, -0.05, 0.04], [0.02, -0.02, 0.03], [-0.23, 0.27, -0.14], [0.00, -0.17, 0.16], [0.10, 0.09, -0.18], [0.01, -0.05, -0.16], [-0.01, -0.11, 0.01], [0.01, 0.05, 0.04], [-0.45, 0.03, -0.16], [-0.09, 0.68, 0.21], [0.02, -0.05, 0.07], [-0.06, -0.09, 0.12], [-0.08, -0.07, -0.11], [-0.02, -0.06, 0.18], [-0.05, 0.11, -0.03], [-0.12, -0.01, 0.03], [-0.04, -0.04, 0.03], [-0.04, 0.07, -0.07], [-0.09, 0.01, -0.07], [-0.05, 0.03, -0.10], [-0.03, 0.02, 0.00], [-0.01, -0.03, -0.03], [0.02, -0.01, -0.03], [0.00, 0.03, 0.06], [-0.01, 0.04, 0.01], [-0.01, -0.03, -0.01], [0.07, -0.01, -0.07], [-0.01, -0.01, -0.01], [-0.04, 0.02, -0.02], [0.01, 0.02, -0.03], [0.05, 0.03, 0.01], [-0.04, 0.03, -0.01], [0.00, 0.06, 0.07], [0.04, 0.00, 0.00], [-0.04, 0.04, -0.02], [0.00, -0.04, -0.02], [-0.09, -0.12, -0.02], [0.01, 0.01, 0.01], [0.13, 0.05, 0.03], [0.02, 0.01, 0.00], [-0.01, 0.02, -0.03], [-0.01, 0.03, 0.01], [-0.02, 0.00, -0.02], [0.03, -0.02, 0.00], [0.00, -0.01, 0.08], [0.07, -0.01, -0.12], [-0.01, 0.05, 0.06], [-0.02, 0.02, -0.06], [0.00, 0.07, -0.03], [0.01, 0.02, -0.03], [-0.01, 0.02, 0.01], [0.00, 0.00, 0.00], [-0.01, 0.06, -0.08], [0.02, 0.02, 0.02], [0.01, 0.00, -0.05], [0.04, 0.03, 0.02], [0.03, -0.01, -0.01], [0.01, -0.02, 0.02], [0.02, 0.03, -0.03], [-0.05, 0.01, 0.00], [-0.01, -0.04, 0.01]], "e_above_lowest_ev": 0.5197, "total_charge": 0, "homo_ev": -7.302, "gap_ev": 6.97}

=====

Record 2
{"formula": "C31H41ClN4O4PPtSi2", "method": "ωB97M-V with the def2-TZVPD basis set", "elements": ["Pt", "Cl", "P", "Si", "Si", "O", "O", "O", "O", "N", "N", "N", "N", "C", "C", "C", "C", "C", "C", "C", "C", "C", "C", "C", "C", "C", "C", "C", "C", "C", "C", "C", "C", "C", "C", "C", "C", "C", "C", "C", "C", "C", "C", "C", "H", "H", "H", "H", "H", "H", "H", "H", "H", "H", "H", "H", "H", "H", "H", "H", "H", "H", "H", "H", "H", "H", "H", "H", "H", "H", "H", "H", "H", "H", "H", "H", "H", "H", "H", "H", "H", "H", "H", "H", "H"], "xyz": [[0.4694, 0.4157, 0.4832], [-3.1595, -5.2962, -3.6945], [2.2245, 1.3434, 1.5638], [2.8765, 0.2028, -2.0280], [-3.1666, 0.7381, -0.0414], [3.7779, 1.0870, 1.4126], [1.1162, -2.0484, -1.3642], [2.0965, 1.0536, 3.1267], [2.1435, 2.9335, 1.5534], [1.1619, 0.6364, -1.4173], [-0.4880, 0.4962, 2.3402], [-0.5448, -1.8236, 0.9610], [-1.4096, 0.8421, -0.5724], [-3.7776, 2.5020, 0.1103], [-1.1630, 1.8136, 4.2192], [-1.4197, 0.6907, 4.9536], [-1.8945, -4.3599, -2.9559], [-2.0968, 1.7947, -2.7164], [3.7786, -0.9394, -0.8882], [0.2883, 1.1337, -2.2339], [1.3295, 3.7355, 0.6912], [-0.3687, 2.0256, -4.4051], [-0.8351, -1.8744, 2.3166], [0.5841, 1.5415, -3.5992], [-1.5177, -2.9684, 4.3746], [-1.0333, -3.0098, -1.1389], [-3.4776, -0.0159, 1.6268], [4.8277, 1.9102, 0.8922], [-0.6750, 1.6682, 2.9172], [2.3672, -0.2817, 3.5930], [-2.0611, -3.7982, -1.7344], [-1.1275, 1.2544, -1.7681], [-1.1476, -3.0201, 3.0155], [3.6781, 1.8963, -2.1807], [2.8860, -0.6373, -3.6911], [-1.2303, -2.6382, 0.2003], [-0.8361, -0.6384, 3.0201], [-1.2721, -0.5793, 4.3601], [0.3534, -3.4935, -3.0792], [-4.0168, -0.3780, -1.2687], [-1.7380, 2.1568, -3.9547], [-1.5979, -1.7791, 5.0371], [0.2079, -2.7787, -1.8282], [-0.6521, -4.2269, -3.6240], [1.8906, -1.0245, 2.9495], [1.5962, 1.4800, -3.9575], [-1.7583, 0.7602, 5.9799], [-1.2842, 2.8064, 4.6269], [3.9357, -0.6125, 0.1324], [3.8552, -1.1389, -3.7701], [-3.0425, 3.0857, 0.6726], [4.7617, 1.7730, -2.2581], [-1.7572, -3.8902, 4.8877], [-0.4008, 2.5446, 2.3471], [2.7889, 0.0055, -4.5661], [-3.9745, 3.0323, -0.8194], [5.7228, 1.6420, 1.4466], [3.4798, 2.5434, -1.3225], [-3.1313, -1.0406, 1.7454], [-2.9854, -3.9580, -1.1906], [-4.5715, -0.0406, 1.6817], [4.7565, -1.0942, -1.3542], [3.2437, -1.8893, -0.8677], [-1.0956, -3.9759, 2.5115], [4.9805, 1.7008, -0.1633], [2.1196, -1.4015, -3.7353], [4.5994, 2.9621, 1.0514], [-2.1013, -3.1167, 0.6681], [3.4425, -0.4508, 3.6114], [1.9282, 4.0862, -0.1486], [-4.7005, 2.5051, 0.6944], [-5.0103, -0.6298, -0.8905], [1.3116, -3.4388, -3.5783], [-0.5099, -4.7387, -4.5675], [-0.1162, 2.3383, -5.4094], [-4.1309, 0.0084, -2.2793], [-1.9139, -1.7306, 6.0707], [-2.4741, 2.5666, -4.6336], [0.9907, 4.5884, 1.2743], [0.4766, 3.1654, 0.3178], [-3.1176, 1.9209, -2.3996], [-3.1348, 0.5876, 2.4667], [3.3566, 2.4384, -3.0691], [-3.4483, -1.3096, -1.3382], [1.9622, -0.3465, 4.5987]], "forces_ev_per_angstrom": [[-0.13, 0.40, 0.15], [0.01, 0.01, 0.01], [0.03, 0.00, 0.42], [-0.09, -0.27, 0.10], [0.03, 0.03, -0.03], [-0.17, -0.27, -0.40], [0.10, 0.10, -0.07], [-0.11, 0.12, -0.01], [-0.03, -0.03, 0.02], [0.17, -0.02, 0.04], [0.08, 0.07, -0.07], [0.24, -0.22, -0.16], [0.12, -0.09, -0.17], [0.02, -0.01, 0.01], [0.01, 0.00, 0.00], [0.00, -0.01, -0.02], [0.01, 0.00, -0.03], [0.00, -0.02, 0.02], [-0.03, -0.04, 0.12], [-0.20, -0.04, -0.02], [0.03, 0.01, -0.01], [-0.02, 0.00, 0.00], [0.04, 0.09, -0.01], [0.06, -0.02, -0.04], [0.00, -0.01, 0.01], [-0.07, -0.12, -0.10], [-0.01, -0.01, 0.01], [0.13, 0.03, 0.10], [-0.01, 0.04, -0.01], [0.08, 0.03, 0.00], [0.04, 0.00, 0.05], [-0.05, -0.06, 0.06], [0.05, 0.04, -0.02], [-0.04, 0.06, 0.08], [0.03, 0.15, -0.14], [-0.21, 0.16, 0.32], [0.03, -0.07, -0.04], [0.00, 0.01, 0.00], [0.05, 0.11, -0.01], [0.00, 0.00, 0.02], [0.05, -0.02, 0.03], [0.00, 0.00, 0.01], [-0.05, -0.03, -0.16], [-0.02, 0.00, 0.01], [0.00, -0.01, -0.01], [0.01, 0.00, 0.04], [0.00, 0.00, 0.00], [-0.01, 0.00, 0.01], [0.02, 0.01, -0.05], [-0.04, -0.02, 0.03], [-0.01, 0.01, 0.00], [-0.02, 0.02, -0.04], [0.01, 0.00, 0.00], [0.02, -0.02, -0.02], [0.05, 0.00, 0.05], [0.01, -0.01, -0.02], [-0.01, 0.03, 0.03], [-0.02, -0.02, -0.08], [-0.02, 0.01, -0.03], [0.00, 0.00, 0.01], [0.00, -0.01, 0.02], [0.05, -0.02, 0.02], [0.04, 0.06, -0.09], [0.00, 0.00, -0.01], [0.02, -0.02, 0.20], [-0.15, -0.13, 0.00], [-0.01, 0.01, -0.04], [-0.02, -0.01, 0.00], [0.00, 0.00, 0.01], [0.00, 0.00, 0.00], [-0.01, -0.01, -0.01], [0.00, 0.01, 0.00], [0.03, 0.04, -0.01], [0.00, 0.00, 0.00], [0.00, 0.01, 0.00], [0.00, 0.01, 0.01], [0.00, 0.00, 0.00], [0.00, 0.00, 0.00], [0.00, 0.00, 0.00], [0.01, 0.00, -0.01], [-0.02, 0.01, 0.01], [-0.02, 0.00, -0.01], [-0.05, -0.02, -0.07], [0.00, -0.01, -0.01], [-0.01, -0.01, -0.01]], "e_above_lowest_ev": 0.0000, "total_charge": 1, "homo_ev": -9.208, "gap_ev": 4.71}

=====

Record 3
{"formula": "C31H41N7O2OsP", "method": "ωB97M-V with the def2-TZVPD basis set", "elements": ["Os", "P", "O", "O", "N", "N", "N", "N", "N", "N", "N", "C", "C", "C", "C", "C", "C", "C", "C", "C", "C", "C", "C", "C", "C", "C", "C", "C", "C", "C", "C", "C", "C", "C", "C", "C", "C", "C", "C", "C", "C", "C", "H", "H", "H", "H", "H", "H", "H", "H", "H", "H", "H", "H", "H", "H", "H", "H", "H", "H", "H", "H", "H", "H", "H", "H", "H", "H", "H", "H", "H", "H", "H", "H", "H", "H", "H", "H", "H", "H", "H", "H", "H"], "xyz": [[0.0120, -0.4376, 0.4499], [1.7259, -0.4571, -1.3121], [-0.7588, 0.3847, 4.0181], [0.4197, 1.6889, -0.0128], [3.2305, -1.0323, 3.3600], [-0.5245, 0.9605, 1.8263], [-0.7929, -1.8083, 1.8472], [0.1681, 3.0604, 1.9244], [-1.7606, 0.2160, -0.5679], [1.7838, -0.6569, 1.7713], [-0.5849, -2.1950, -0.7428], [2.2711, -3.6723, -3.7736], [3.3810, 0.2873, 3.0335], [-1.8362, 4.6538, 3.1506], [-1.4144, 3.5079, 3.8149], [0.0208, 2.0012, 1.1737], [2.2714, -1.5854, 2.5978], [-2.9155, 5.3792, 3.6365], [-2.4816, -0.8003, -1.3808], [3.0397, 4.1764, 4.7934], [1.9541, 3.9554, 3.9573], [-1.2502, -3.2737, 0.0672], [3.3215, 0.2394, -0.8386], [-3.1541, 3.8194, 5.4452], [1.1994, 2.1888, 5.3976], [1.9273, -3.0311, 2.7550], [-1.4356, -1.7562, -1.8916], [-3.5755, 4.9641, 4.7821], [2.1144, -2.0844, -1.9703], [1.2197, 0.6109, -2.6858], [2.2833, 2.4165, 6.2350], [1.8897, -2.4205, -3.3055], [3.1143, -4.2483, -1.5892], [3.2117, 3.4023, 5.9320], [2.7356, -3.0049, -1.1136], [1.0350, 2.9497, 4.2449], [-1.8614, -2.6730, 1.3096], [2.8770, -4.5822, -2.9200], [-2.0753, 3.0929, 4.9669], [2.4898, 0.5119, 2.0437], [-0.1857, 2.7365, 3.3440], [-0.5188, 1.2217, 3.1894], [2.9513, -2.7262, -0.0875], [2.3895, 1.8314, 7.1391], [1.4389, -1.7157, -3.9927], [-0.0445, -2.4121, 2.1745], [3.7459, -1.5223, 4.0771], [0.2437, -2.6292, -1.1524], [0.4808, 1.4253, 5.6606], [-3.0377, -0.3307, -2.1909], [3.7358, 4.9723, 4.5653], [-1.7507, 2.2102, 5.5020], [-0.4719, -3.9853, 0.3496], [0.9315, 1.5799, -2.2853], [4.0839, 0.9393, 3.5239], [3.1806, -5.5510, -3.2936], [2.1050, -3.9290, -4.8111], [-4.4132, 5.5332, 5.1611], [-1.9775, -3.8008, -0.5485], [1.0773, -3.1910, 3.4234], [-0.7830, -1.2690, -2.6119], [0.4066, 0.2014, -3.2809], [2.7666, -3.5507, 3.2155], [-1.8766, -2.6254, -2.3799], [3.6118, -4.9531, -0.9360], [3.2243, 1.2907, -0.5745], [-1.3366, 5.0088, 2.2579], [1.7448, -3.5253, 1.8002], [-3.6623, 3.4939, 6.3425], [2.0769, 0.7599, -3.3450], [1.8344, 4.6159, 3.1070], [4.0486, 3.5856, 6.5922], [0.5908, 3.9254, 1.6261], [-2.4030, 0.6696, 0.0810], [-1.0860, -1.2607, 2.6677], [-3.2336, 6.2744, 3.1196], [-1.4274, 0.9625, -1.1776], [2.3397, 1.4203, 1.4942], [-2.7398, -2.0654, 1.1120], [-2.1388, -3.4443, 2.0286], [-3.2028, -1.3103, -0.7473], [3.7942, -0.3129, -0.0308], [3.9393, 0.1520, -1.7354]], "forces_ev_per_angstrom": [[0.26, 0.06, -0.05], [-0.17, 0.09, -0.06], [-0.01, -0.05, -0.06], [0.06, -0.11, 0.02], [-0.04, -0.04, 0.01], [0.03, -0.11, -0.08], [-0.11, 0.07, 0.04], [0.01, 0.06, 0.00], [0.04, -0.09, -0.06], [-0.20, 0.14, -0.32], [0.14, -0.10, -0.02], [-0.02, 0.01, -0.02], [-0.04, 0.04, 0.00], [-0.02, 0.00, -0.01], [-0.04, 0.03, -0.03], [0.04, 0.02, 0.23], [0.07, -0.07, 0.05], [-0.01, 0.01, 0.00], [0.03, -0.01, 0.04], [0.00, 0.01, 0.01], [0.01, 0.00, 0.00], [0.04, 0.07, 0.01], [0.01, -0.02, -0.01], [0.01, 0.01, -0.02], [-0.01, -0.04, 0.03], [0.07, -0.03, -0.03], [0.01, -0.04, 0.05], [0.00, -0.01, 0.00], [0.08, 0.03, 0.04], [0.06, -0.06, -0.04], [0.01, 0.01, -0.01], [-0.07, -0.05, -0.01], [0.00, 0.00, 0.01], [-0.02, -0.01, -0.01], [-0.03, 0.01, -0.02], [0.02, 0.00, -0.04], [0.07, -0.01, 0.00], [0.00, 0.01, 0.01], [0.00, -0.01, 0.03], [-0.03, -0.04, 0.17], [0.05, -0.10, -0.02], [-0.06, 0.18, 0.13], [0.01, -0.02, 0.01], [0.00, 0.00, 0.00], [0.01, 0.00, -0.01], [-0.06, 0.11, 0.06], [0.02, 0.00, -0.01], [0.00, -0.01, -0.04], [0.03, 0.02, 0.00], [0.03, -0.01, -0.03], [0.00, 0.00, 0.00], [0.00, 0.00, 0.00], [-0.03, -0.02, 0.00], [-0.01, 0.04, 0.01], [-0.01, -0.01, -0.01], [0.00, 0.00, 0.00], [0.01, 0.00, 0.00], [0.00, 0.00, 0.00], [-0.01, -0.02, 0.02], [0.04, 0.00, 0.07], [-0.01, -0.01, -0.03], [-0.01, 0.03, 0.03], [0.00, -0.03, -0.01], [-0.02, 0.01, 0.00], [0.00, 0.00, 0.00], [0.00, -0.01, -0.01], [0.00, -0.01, 0.00], [-0.04, 0.07, -0.06], [0.00, 0.00, 0.00], [0.01, -0.05, 0.00], [-0.02, 0.00, -0.02], [0.00, 0.00, 0.00], [0.05, -0.01, 0.00], [0.00, -0.02, 0.02], [-0.03, -0.02, 0.03], [0.00, 0.00, 0.00], [-0.07, 0.05, 0.01], [-0.04, 0.04, 0.03], [-0.03, 0.00, 0.00], [-0.02, 0.00, -0.01], [-0.04, 0.02, 0.00], [-0.01, 0.01, -0.03], [0.02, 0.03, 0.02]], "e_above_lowest_ev": 0.2934, "total_charge": 3, "homo_ev": -15.533, "gap_ev": 6.21}